*1*
C10H19N3O4 | wB97M-V/def2-TZVPD

XYZ file:
```
36
C10H19N3O4 wB97M-V/def2-TZVPD
H -2.0216 -3.4495 -1.0264
O -0.0812 -0.8485 -1.6362
O -1.6117 -1.7742 1.6682
C 2.3915 0.7160 0.3643
C -1.9892 -2.1181 0.5518
H 3.2323 2.3979 -0.5728
C 3.6336 0.4191 1.2543
O -3.0167 3.1162 -0.5248
H -1.9241 0.8029 -1.5078
C -3.0760 0.2320 0.1525
H -3.0718 0.3052 1.2480
H 2.9813 -2.0146 -0.4457
C 0.2224 -0.2493 -0.6228
H 3.4335 -0.1042 2.1617
C -1.8853 1.0015 -0.4164
H 4.3730 -0.2020 0.7248
N -0.5873 0.5759 0.1100
H -1.3705 3.9025 0.8345
H 3.2548 0.8801 -1.5163
H 1.7599 1.8272 -1.3130
N 2.2930 -1.4102 -0.8845
H 1.6194 -1.9628 -1.4520
H -0.2425 1.0837 0.9198
H 1.2720 -1.0255 0.9923
H 1.7996 1.2772 1.0896
C 1.5924 -0.5415 0.0285
C -2.0978 2.4433 -0.1008
H -4.0226 -1.7192 0.0513
N -1.6310 -3.2725 -0.1029
O -1.1453 2.9283 0.7499
H -2.8898 -1.4370 -1.2323
C 2.6817 1.5158 -0.8593
H 4.1754 1.3627 1.5049
C -3.0647 -1.2906 -0.1573
H -0.9586 -3.8940 0.2570
H -4.0280 0.5260 -0.2921
```

SMILES: CC(C)[C@H](N)C(=O)N[C@@H](CCC(N)=O)C(=O)O
E_HOMO: -9.0 eV



*2*
C10H19N3O4 | wB97M-V/def2-TZVPD

XYZ file:
```
36
C10H19N3O4 wB97M-V/def2-TZVPD
H 3.2575 1.8992 -1.4455
C -1.4343 1.4821 1.1149
O -1.0491 2.7698 0.7953
C -3.9495 0.3940 0.3840
H -3.5040 1.2623 0.1609
H -5.0078 0.3405 0.0008
H 5.0783 -0.1708 -1.0787
O 4.6286 -1.3249 1.9138
C 1.0968 0.9470 -0.4222
C -4.0427 -2.0451 -0.4135
H -0.8217 2.8516 -0.2928
H -3.8500 -2.8365 0.6166
C -3.2485 -0.7233 -0.4456
H -1.8778 -1.3661 1.1915
H 3.5197 1.5109 1.2608
C -1.8483 -1.0959 0.1057
N 3.4336 0.9021 -1.3733
C -1.1592 0.3716 0.0957
O -1.8567 1.2239 2.2960
H -3.0668 -0.3652 -1.4720
N 5.3453 -0.4094 -0.0696
H 6.0345 -1.4098 -0.0455
O 0.7937 2.0665 -1.0116
H 2.7037 0.0668 1.6337
H -3.5499 -2.8011 -1.1734
H 2.3477 -0.7592 -0.9337
C 3.3073 0.3619 0.8662
C 2.4794 0.3155 -0.4817
H 0.2814 -0.8169 0.3761
H -5.2222 -1.9257 -0.5758
H -3.9266 0.0930 1.4056
H -1.5292 0.8307 -0.8754
H 3.4707 0.6524 -2.3781
C 4.4859 -0.5731 0.9465
H -1.4987 -1.8206 -0.6653
N 0.1789 0.1016 -0.0104
```

SMILES: CC(C)C[C@H](NC(=O)[C@@H](N)CC(N)=O)C(=O)O
E_HOMO: -9.9 eV



Quick one: most stable of them? *1*



*1*
C29H74ClN6O10 | wB97M-V/def2-TZVPD

XYZ file:
```
120
C29H74ClN6O10 wB97M-V/def2-TZVPD
Cl -0.5141 -0.3781 -0.9995
C 3.3868 2.8195 1.5445
C -5.9234 -2.9279 -2.3881
H -3.7756 -0.6226 -3.7820
H -3.0725 -1.3312 -1.4863
C 2.1612 4.4337 4.7942
H -1.0393 -5.7020 1.7312
H 2.9166 -2.9384 0.1028
H 0.2125 -4.9868 0.7412
H 0.2115 4.6300 3.8623
C 2.9443 2.8062 3.0117
H 4.3339 -3.6689 -0.7022
C -3.0689 3.7475 -1.0174
H 4.9490 2.3622 3.6720
C 3.9424 1.9675 3.8265
C -1.8360 3.6354 -0.1130
N -2.6121 3.4220 -2.3939
O -1.2639 -0.6646 0.2087
H 2.4971 1.0786 -6.1589
H 3.9146 0.9327 3.4891
O 0.7005 0.3443 -0.6450
O -7.0958 -2.5349 -3.0726
H -9.0924 -2.5701 -3.1242
C 1.7204 0.3483 -6.4013
H 2.1295 5.4828 5.1036
O -1.3802 0.3739 -1.8766
H -5.3860 -0.8244 -2.0544
H -8.4352 -2.1320 -1.5478
H 3.3540 1.8025 1.1592
H -1.2188 -3.7782 3.1304
H 0.3441 4.3818 1.1510
H 0.8389 -2.3374 1.4763
C 2.9255 4.2526 3.5051
H -4.5118 2.8674 0.4079
C -4.9561 -1.7769 -2.3841
H 2.7671 3.5222 0.9927
H 2.1981 -0.6173 -6.5821
N 3.3831 -1.4831 -2.0701
C 0.8390 1.5956 5.2914
H -6.1757 -3.2710 -1.3679
C 0.6267 2.5214 4.0887
N 1.5406 -0.0651 -4.0222
H 1.7882 1.7045 5.8188
H 5.2865 -1.6738 -1.2909
H 4.7952 -3.5165 3.0180
H 3.9278 4.6619 3.6909
H -1.0488 -0.4248 -6.1563
H -3.4462 3.4787 -2.9759
H 3.7360 -0.6825 -2.5805
N 1.5699 2.2732 2.9887
H 3.2955 -0.2291 0.4540
C -0.7761 2.3549 3.4856
H -2.1170 4.0081 0.8894
H 1.7700 -1.3995 4.3552
C 3.9955 -2.8318 -0.0781
C 0.3820 4.1989 0.0678
H 4.4206 3.1612 1.4397
H -3.9044 1.7465 -0.8602
C 0.7714 0.2211 -5.2200
H 1.0294 0.1109 -3.1595
O 4.6912 -2.7657 1.1310
H 1.3203 0.6673 -7.3654
H -5.5178 -3.8917 -2.7296
H -1.5357 2.7880 4.1385
H 3.7456 2.0326 4.8962
H -0.9760 -0.7722 -4.4889
C 0.7073 3.9862 4.5935
H -3.8446 -2.7022 -0.8498
O -0.1038 -1.6087 -1.6232
H -1.5294 -3.1831 -4.8696
H -0.0864 -1.6754 2.8867
H -1.2027 -2.5177 0.5059
C -4.4364 -1.4899 -3.8126
C -0.6907 -3.6385 2.1825
H -8.4000 -3.8570 -2.1273
H 2.5868 4.9796 2.7581
C -0.9489 -2.9615 -5.7714
H -2.3825 -2.5915 1.6345
H 0.1023 1.9130 6.0405
N -1.6489 -3.1229 1.1878
O -0.8037 4.4304 -0.6391
H 5.0006 -0.1603 0.6215
H -1.5175 2.6147 0.1413
C 0.3832 -2.5651 2.4503
O 1.5450 0.8903 2.6532
H -1.6918 -2.7017 -6.5475
H -0.9965 1.3000 3.2977
H -3.8839 -2.3599 -4.1620
H 2.4554 -1.1810 -1.7721
H -0.6313 -3.9504 -6.1218
C -8.3008 -2.8019 -2.4063
H 0.2317 1.1742 -5.0908
H 2.3996 0.4581 -3.9239
C -0.1961 -5.0096 1.7526
C -0.3412 -0.7636 -5.3832
H 1.4584 0.9550 1.6878
H -3.4513 4.7658 -0.9411
H -5.0824 3.0515 -1.2050
N -3.7386 -2.0695 -1.6253
C 4.2664 -1.5736 -0.8983
H 0.1155 4.0608 5.5065
H 3.4084 -4.1259 2.0450
H 2.6087 3.8793 5.6220
C 2.2991 -2.1652 3.7677
H 0.5084 -5.4155 2.4814
O 1.3014 -3.0921 3.3813
H -2.3953 2.4292 -2.3372
C 4.4602 -3.8283 2.0325
H -5.2166 -1.2629 -4.5476
H 4.2612 0.6273 -0.7664
H 0.7315 3.1713 -0.0845
O 0.1010 -2.0664 -5.7307
H 0.6985 0.5238 5.1544
H -0.8565 2.7936 2.4912
H 1.1577 4.8803 -0.2910
C 4.2175 -0.2628 -0.1404
C -4.1913 2.7721 -0.6357
H 5.1113 -4.6471 1.6983
H 3.1290 -2.6491 4.2669
H 2.6403 -1.5940 2.8936
```

Net charge: -1
E_HOMO: -6.1 eV



*2*
C29H74ClN6O10 | wB97M-V/def2-TZVPD

XYZ file:
```
120
C29H74ClN6O10 wB97M-V/def2-TZVPD
H -11.0584 11.3491 -8.7248
H -5.5193 9.6676 -7.9802
O -5.8715 5.9559 1.0274
H -6.8612 6.7678 -5.8530
O -2.5083 12.3578 -6.5970
C -1.7903 7.7175 -1.6985
C -8.4570 13.4219 -11.0823
H -4.9736 7.4306 -0.1296
C -10.2430 11.3950 -8.0030
H 1.9937 8.7949 -5.2707
C -2.3067 13.5356 -3.0326
H -4.6012 5.8888 -0.5545
H -4.2482 9.7263 -5.3399
H -9.6219 6.0585 -4.7114
H -10.3920 13.6186 -9.0998
N -2.2207 8.9142 -3.8137
H -7.0961 5.7385 -4.4742
H -3.4002 9.8194 -9.0500
C -7.8348 11.8904 -7.4194
H -6.8553 7.3677 -2.9960
H -7.7286 10.8319 -7.2108
O -6.1255 11.4870 -4.4636
C -3.6327 8.8549 -7.0644
H -5.2322 7.9218 -8.2589
H -6.6442 5.3828 -7.9890
H -2.0123 6.7996 -2.2534
C -2.5470 13.2721 -5.5126
H -8.2509 10.1640 -12.1589
H -3.5536 13.6912 -5.4289
O -1.6285 9.9060 -8.0911
O -8.3154 10.0303 -9.5953
H -4.2673 12.9941 -7.4612
H -1.2985 10.4454 -10.0665
H -9.1426 14.0883 -7.8411
H -9.7774 6.7341 -7.1730
C -9.5217 7.4249 -6.3673
H -3.1209 12.2229 -8.5575
H -4.1484 10.7744 -6.5036
H -6.0041 12.1462 -11.7940
H -6.8215 6.4007 2.7875
H -2.6419 8.0495 -1.1117
H -0.1684 12.3418 -4.4729
H -6.8747 3.6581 -7.4983
H 0.8690 8.4283 -2.2954
N -0.9813 11.7824 -4.1927
C -0.8293 9.8976 -9.2425
O 0.5445 9.5015 -4.0527
H -1.1367 9.6870 -2.1726
H -1.8137 14.0841 -5.6551
H -7.7556 6.7396 1.3801
H -7.9424 12.4264 -6.4735
O -7.8244 5.0401 -6.3229
H -7.7189 13.9482 -11.7024
H -2.7091 13.8293 -7.9859
Cl -6.0460 10.9327 -3.1380
H -2.3060 12.9306 -2.1246
H 2.2759 10.4123 -4.6557
H -0.9945 7.3521 -1.0348
H -6.4993 7.8457 1.6775
H -8.6013 15.2419 -9.9924
H -3.3382 7.9235 -6.5862
H 0.3345 7.4793 -3.6186
C -9.3689 13.5191 -8.7448
H -7.8898 5.2139 -2.5031
H -7.9931 4.8909 -0.9805
H 0.1714 10.2425 -8.9790
C -8.5871 11.1990 -12.2014
H -0.5829 8.9034 -9.6459
H -6.9566 12.4173 -7.8043
C -6.7587 4.6901 -7.1533
C -1.2560 8.7438 -2.7171
C -8.9168 6.7952 -5.1066
C -2.8329 9.1986 -8.3344
H -5.8364 4.5525 -6.5710
H -1.4045 14.1598 -2.9832
H -5.8053 8.6107 -6.6704
C -6.6133 6.5354 -1.2565
H -8.7297 8.7505 -4.3849
C -7.5733 6.0777 -5.3948
O -7.2790 10.2616 -2.8601
N -6.0275 7.2608 -2.4004
C -8.4294 14.1837 -9.7924
H -8.8734 8.2388 -6.7008
H -7.4222 7.1615 -0.8628
N -3.6689 9.9665 -6.1363
C -7.1802 5.1747 -1.6683
H -10.0485 10.3524 -7.7131
O -4.9672 9.9909 -3.0085
N -8.6776 11.3983 -9.7609
H -6.1893 10.8331 -10.6934
H -9.3603 13.4952 -11.6951
H -6.1544 12.4456 -10.0343
H -2.7106 8.3327 -9.0023
H -6.5450 4.2958 -1.7450
C 0.1720 8.4579 -3.1419
H -3.0239 11.8767 -4.1199
H 2.5210 8.9611 -3.5700
N -8.7787 7.7955 -4.0609
H -9.4865 7.6763 -3.3554
O -5.7827 11.9695 -2.1629
H -3.1684 14.2029 -3.0783
C -3.2031 12.8925 -7.6996
H -9.6685 11.3211 -12.1844
C -8.9201 12.0762 -8.4785
H -8.1469 11.6377 -13.0982
H -7.4327 14.0949 -9.3499
H -10.6482 11.7562 -7.0526
H -5.9307 8.2382 -2.1240
C -5.1563 8.7433 -7.5341
H -9.1841 9.6540 -9.4049
C -8.0477 11.9464 -10.9611
H -10.5049 7.8626 -6.1637
H -3.0475 9.2490 -3.3106
H -0.7296 11.7248 -3.2046
C -5.4779 6.4563 -0.2289
C -6.5225 11.8582 -10.8768
C -2.2010 12.5998 -4.2039
H -2.4691 7.9460 -4.0212
C 1.9392 9.4172 -4.3719
C -6.7281 6.7797 1.7728
```

Net charge: -1
E_HOMO: -4.9 eV



Quick one: most stable of them? *1*



*1*
C7H7N3O3 | wB97M-V/def2-TZVPD

XYZ file:
```
20
C7H7N3O3 wB97M-V/def2-TZVPD
C -0.7852 -2.7223 -0.1011
O 3.6817 0.1420 -0.4620
H -0.3277 1.1518 0.0713
N 1.9342 2.2905 -0.6335
C -0.5079 0.1085 0.1802
H 2.2629 3.8736 0.5715
C -1.9163 -1.8325 -0.0506
H 1.4323 -2.6410 0.1171
H -2.8099 -2.2569 -0.4066
C 0.6051 -0.7108 0.1883
H -0.8790 -3.7915 -0.2022
H 2.9134 2.1748 -0.8500
O 0.3996 3.3030 0.6234
C -1.7748 -0.4565 0.0857
N 2.9735 -0.5349 0.2650
O 3.3073 -1.5897 0.8160
C 1.5215 3.1825 0.2165
H -2.5695 0.1365 -0.2443
C 0.5081 -2.1345 -0.0449
N 1.7195 -0.0805 0.3195
```

E_HOMO (alpha / beta): -9.1 / -10.2 eV



*2*
C7H7N3O3 | wB97M-V/def2-TZVPD

XYZ file:
```
20
C7H7N3O3 wB97M-V/def2-TZVPD
H 0.5775 2.9030 0.7313
O 0.9059 -0.6881 2.7888
C -1.1704 -2.1618 -0.5625
C -0.5132 -0.4082 -2.1335
H -0.8875 0.9916 1.7639
H -1.3002 -3.2550 -0.2679
N 0.0066 -0.2841 0.2796
C 0.1168 0.9055 1.2289
H -1.1269 -1.5791 1.5169
H 2.5332 1.4741 1.4575
H -0.9427 -2.2644 -2.8154
N -0.2370 0.3527 -1.0280
C -0.7678 -1.4271 0.4956
C 0.0345 1.7084 -0.9181
C 1.1748 0.2979 2.1207
O 2.4490 0.6858 1.9940
O 0.0989 2.4945 -1.8628
N 0.3783 2.0020 0.3473
C -0.8827 -1.6705 -1.9022
H -0.4473 -0.0774 -3.2340
```

SMILES: O=C(O)[C@H]1NC(=O)N2C=CC=CN12
E_HOMO: -7.4 eV



Quick one: most stable of them? *2*